*a*
{"formula": "C6H12", "method": "wB97M-V/def2-TZVPD", "elements": ["C", "C", "C", "C", "C", "C", "H", "H", "H", "H", "H", "H", "H", "H", "H", "H", "H", "H"], "xyz": [[1.54, 0.97, -0.35], [1.45, -0.38, 0.38], [0.15, -0.96, -0.14], [-1.00, -1.58, 0.54], [-1.07, -0.12, -0.21], [-1.35, 1.02, 0.78], [2.21, 0.95, -1.22], [0.51, 1.11, -0.75], [1.76, 1.82, 0.28], [1.45, -0.27, 1.48], [2.25, -1.08, 0.13], [0.30, -1.46, -1.10], [-1.22, -1.39, 1.59], [-1.24, -2.62, 0.26], [-1.55, 0.06, -1.19], [-2.28, 0.76, 1.29], [-1.51, 2.02, 0.34], [-0.57, 1.15, 1.55]], "homo_lumo_gap_ev": 10.64, "e_homo_ev": -9.41, "charge": 0, "smiles": "CC[C@H]1C[C@H]1C"}

---

*b*
{"formula": "C6H12", "method": "wB97M-V/def2-TZVPD", "elements": ["C", "C", "C", "C", "C", "C", "H", "H", "H", "H", "H", "H", "H", "H", "H", "H", "H", "H"], "xyz": [[-1.75, -1.05, 0.14], [-0.54, -0.14, -0.07], [-0.96, 1.24, -0.59], [0.44, -0.14, 1.09], [1.41, -0.76, 0.41], [0.62, -0.81, -0.89], [-2.31, -1.18, -0.79], [-1.43, -2.03, 0.50], [-2.43, -0.62, 0.89], [-1.50, 1.14, -1.54], [-0.10, 1.89, -0.74], [-1.64, 1.73, 0.12], [0.35, 0.23, 2.11], [2.41, -1.09, 0.67], [0.40, -1.81, -1.28], [1.03, -0.19, -1.70], [3.21, 2.09, 0.92], [2.77, 1.51, 0.75]], "homo_lumo_gap_ev": 10.47, "e_homo_ev": -9.41, "charge": 0, "smiles": "CC1(C)C=CC1.[H][H]"}

---

Least stable of them? *b*.

---

*a*
{"formula": "C6H12", "method": "wB97M-V/def2-TZVPD", "elements": ["C", "C", "C", "C", "C", "C", "H", "H", "H", "H", "H", "H", "H", "H", "H", "H", "H", "H"], "xyz": [[-1.36, -1.02, 0.52], [-0.35, -0.01, 0.00], [-1.05, 1.18, -0.65], [0.74, 0.42, 1.03], [1.85, -0.03, 0.05], [0.77, -0.61, -0.90], [-1.99, -1.40, -0.29], [-0.86, -1.87, 0.99], [-2.02, -0.56, 1.27], [-1.67, 0.85, -1.50], [-0.33, 1.91, -1.03], [-1.70, 1.69, 0.07], [0.74, 1.48, 1.29], [0.71, -0.16, 1.96], [2.57, -0.75, 0.46], [2.41, 0.80, -0.40], [0.75, -1.71, -0.93], [0.80, -0.24, -1.93]], "homo_lumo_gap_ev": 11.38, "e_homo_ev": -10.36, "charge": 0, "smiles": "CC1(C)CCC1"}

---

*b*
{"formula": "C6H12", "method": "wB97M-V/def2-TZVPD", "elements": ["C", "C", "C", "C", "H", "H", "H", "H", "H", "H", "H", "H", "C", "C", "H", "H", "H", "H"], "xyz": [[1.89, 0.58, 0.93], [1.33, -0.62, 0.77], [0.68, -1.11, -0.50], [-0.59, -1.92, -0.23], [2.34, 0.88, 1.87], [1.91, 1.31, 0.12], [1.32, -1.31, 1.61], [0.46, -0.26, -1.14], [1.39, -1.75, -1.05], [-1.21, -1.44, 0.54], [-0.35, -2.93, 0.13], [-1.20, -2.02, -1.13], [-0.90, 2.15, 0.02], [-1.76, 1.39, -0.65], [-0.51, 1.84, 0.99], [-0.51, 3.08, -0.39], [-2.13, 0.46, -0.25], [-2.14, 1.68, -1.63]], "homo_lumo_gap_ev": 10.80, "e_homo_ev": -9.55, "charge": 0, "smiles": "C=CCC.C=C"}

---

Least stable of them? *b*.

---

*a*
{"formula": "C6H12", "method": "wB97M-V/def2-TZVPD", "elements": ["C", "C", "C", "C", "C", "C", "H", "H", "H", "H", "H", "H", "H", "H", "H", "H", "H", "H"], "xyz": [[0.66, -1.58, 1.54], [-0.40, -1.23, 0.47], [0.08, -0.08, -0.38], [0.38, -0.49, -1.70], [0.30, 1.24, 0.20], [-0.67, 2.30, -0.22], [1.02, -2.60, 1.52], [0.20, -1.37, 2.50], [1.51, -0.91, 1.46], [-0.65, -2.13, -0.11], [-1.33, -0.96, 0.98], [1.06, 0.08, -2.34], [0.12, -1.46, -2.12], [1.33, 1.44, 0.49], [-0.79, -0.04, -1.42], [-0.90, 2.36, -1.29], [-0.29, 3.26, 0.14], [-1.63, 2.16, 0.32]], "homo_lumo_gap_ev": 5.69, "e_homo_ev": -5.44, "charge": 0}

---

*b*
{"formula": "C6H12", "method": "wB97M-V/def2-TZVPD", "elements": ["C", "C", "C", "C", "C", "C", "H", "H", "H", "H", "H", "H", "H", "H", "H", "H", "H", "H"], "xyz": [[1.77, 1.04, -0.54], [1.36, -0.22, 0.22], [0.16, -0.88, -0.43], [-0.89, -1.61, 0.36], [-1.23, -0.31, -0.32], [-1.57, 0.91, 0.50], [1.97, 0.81, -1.59], [0.96, 1.78, -0.52], [2.67, 1.50, -0.12], [1.14, 0.02, 1.27], [2.19, -0.93, 0.24], [0.39, -1.31, -1.41], [-0.81, -1.58, 1.44], [-1.30, -2.53, -0.04], [-1.83, -0.39, -1.23], [-2.60, 0.85, 0.88], [-1.49, 1.84, -0.08], [-0.91, 1.02, 1.37]], "homo_lumo_gap_ev": 11.11, "e_homo_ev": -9.86, "charge": 0, "smiles": "CC[C@H]1C[C@H]1C"}

---

*c*
{"formula": "C6H12", "method": "wB97M-V/def2-TZVPD", "elements": ["C", "C", "C", "C", "C", "C", "H", "H", "H", "H", "H", "H", "H", "H", "H", "H", "H", "H"], "xyz": [[1.60, 0.79, 0.53], [1.49, -0.52, -0.25], [0.08, -1.05, -0.49], [-0.96, -1.24, 0.58], [-1.22, -0.26, -0.53], [-1.40, 1.21, -0.25], [1.30, 1.64, -0.09], [0.96, 0.78, 1.42], [2.62, 0.99, 0.88], [2.06, -1.30, 0.27], [1.98, -0.39, -1.22], [0.09, -1.87, -1.21], [-0.77, -0.82, 1.57], [-1.51, -2.17, 0.61], [-1.91, -0.62, -1.29], [-2.45, 1.41, 0.00], [-1.14, 1.83, -1.12], [-0.81, 1.57, 0.59]], "homo_lumo_gap_ev": 11.03, "e_homo_ev": -9.82, "charge": 0, "smiles": "CC[C@H]1C[C@H]1C"}

---

*d*
{"formula": "C6H12", "method": "wB97M-V/def2-TZVPD", "elements": ["C", "C", "C", "C", "C", "C", "H", "H", "H", "H", "H", "H", "H", "H", "H", "H", "H", "H"], "xyz": [[-1.32, -1.48, 0.74], [-0.02, -0.77, 0.37], [0.17, 0.60, 1.08], [0.51, 1.62, -0.03], [1.03, 0.75, -1.19], [0.09, -0.46, -1.13], [-2.19, -0.85, 0.53], [-1.34, -1.74, 1.81], [-1.44, -2.41, 0.17], [0.82, -1.42, 0.64], [0.98, 0.54, 1.82], [-0.74, 0.89, 1.63], [-0.40, 2.14, -0.35], [1.22, 2.38, 0.29], [1.03, 1.27, -2.15], [2.06, 0.43, -0.99], [-0.89, -0.18, -1.53], [0.45, -1.32, -1.71]], "homo_lumo_gap_ev": 12.14, "e_homo_ev": -10.89, "charge": 0, "smiles": "CC1CCCC1"}

---

Least stable of them? *a*.

---

*a*
{"formula": "C6H12", "method": "wB97M-V/def2-TZVPD", "elements": ["C", "C", "C", "C", "C", "C", "H", "H", "H", "H", "H", "H", "H", "H", "H", "H", "H", "H"], "xyz": [[0.18, 1.91, 0.12], [-0.73, 0.68, 0.00], [-0.11, -0.41, 1.26], [0.98, -1.07, 0.39], [0.00, -1.40, -0.73], [-0.51, -0.10, -1.32], [1.23, 1.64, -0.01], [0.06, 2.34, 1.12], [-0.03, 2.71, -0.61], [-1.78, 0.99, 0.10], [-0.52, -1.29, 1.84], [0.11, 0.29, 2.03], [1.81, -0.38, 0.17], [1.42, -2.00, 0.78], [0.31, -2.17, -1.46], [-0.88, -1.48, 0.04], [0.21, 0.40, -1.98], [-1.42, -0.30, -1.91]], "homo_lumo_gap_ev": 11.55, "e_homo_ev": -10.32, "charge": 0, "smiles": "CC1CCCC1"}

---

*b*
{"formula": "C6H12", "method": "wB97M-V/def2-TZVPD", "elements": ["C", "C", "C", "C", "C", "C", "H", "H", "H", "H", "H", "H", "H", "H", "H", "H", "H", "H"], "xyz": [[-1.02, -0.24, 2.07], [-0.96, 0.67, 0.86], [-0.08, 0.18, -0.24], [1.12, 0.72, -0.46], [2.18, 0.31, -1.42], [-0.70, -0.96, -1.08], [-1.73, 0.14, 2.80], [-1.48, -1.21, 1.78], [0.00, -0.34, 2.51], [-0.63, 1.67, 1.40], [-1.96, 0.92, 0.62], [1.32, 1.59, 0.31], [3.10, 0.00, -1.23], [2.15, 0.95, -2.10], [1.86, -0.67, -1.85], [-0.17, -1.34, -1.84], [-1.12, -1.60, -0.45], [-1.89, -0.79, -1.67]], "homo_lumo_gap_ev": 9.97, "e_homo_ev": -8.95, "charge": 0}

---

Least stable of them? *b*.